DFT (ωB97M-V with the def2-TZVPD basis set) results for C32H51MoN4O2P2 as an isolated structure at a distorted geometry.

Computed properties:
LUMO level (spin up / spin down): -0.427 / -0.425 Eh
Relative energy (zero: lowest compared OMol25 entry of this formula, charge and spin): 0.000 eV
Strongest force on any atom: 0.1851 Eh/bohr
Total energy: -64472.55330 eV
E_HOMO (spin up / spin down): -0.6249 / -0.6272 hartree
Kohn-Sham gap (spin up / spin down): 5.378 / 5.497 eV

ORCA input file:
```
! wB97M-V def2-TZVPD RIJCOSX def2/J DEFGRID3
* xyz 3 3
C 1.85 2.04 -0.60
C 0.61 2.34 1.36
C 2.41 3.30 -0.49
C 1.30 3.53 1.63
C 2.20 4.03 0.69
H 2.98 3.70 -1.32
H 1.04 4.06 2.54
H 2.71 4.97 0.86
N 1.15 1.49 0.42
P 1.66 -0.51 -1.65
P -1.33 0.39 2.08
C 1.72 1.33 -1.92
H 0.77 1.64 -2.40
H 2.51 1.64 -2.62
C -0.81 -2.09 -0.18
O -1.32 -3.14 -0.37
C -0.73 2.06 1.80
H -1.11 2.78 2.53
C -3.14 0.82 2.46
C -0.57 -0.82 3.31
C 1.07 -1.15 -3.30
C 3.49 -0.89 -1.35
C -3.92 0.03 1.40
H -3.67 -1.04 1.42
H -4.99 0.14 1.60
H -3.71 0.41 0.39
C -3.57 0.43 3.88
H -3.48 -0.64 4.08
H -3.01 1.00 4.64
H -4.63 0.69 4.00
C -3.48 2.32 2.30
H -4.57 2.44 2.34
H -3.06 2.93 3.11
H -3.13 2.72 1.34
C -1.42 -2.12 3.32
H -1.46 -2.59 2.32
H -0.95 -2.83 4.02
H -2.45 -1.95 3.66
C 0.85 -1.14 2.81
H 0.88 -1.46 1.73
H 1.53 -0.28 2.96
H 1.24 -1.99 3.40
C -0.48 -0.23 4.72
H -1.46 -0.06 5.17
H 0.05 -0.95 5.36
H 0.08 0.71 4.73
C 3.83 -2.31 -1.80
H 4.88 -2.51 -1.52
H 3.20 -3.04 -1.26
H 3.75 -2.47 -2.88
C 3.72 -0.85 0.17
H 3.42 0.10 0.63
H 3.18 -1.68 0.66
H 4.80 -1.00 0.36
C 4.42 0.12 -2.04
H 5.46 -0.23 -1.90
H 4.24 0.19 -3.12
H 4.35 1.12 -1.59
C -0.33 -0.58 -3.59
H -0.35 0.52 -3.66
H -0.67 -0.98 -4.56
H -1.06 -0.89 -2.83
C 0.94 -2.68 -3.23
H 0.25 -2.99 -2.44
H 0.54 -3.02 -4.19
H 1.90 -3.17 -3.07
C 2.06 -0.74 -4.40
H 2.20 0.34 -4.46
H 3.04 -1.22 -4.28
H 1.66 -1.08 -5.36
Mo 0.00 -0.37 0.14
N -1.19 1.00 -0.66
C -1.75 2.04 -0.28
C -2.65 2.86 -1.10
C -3.37 2.19 -2.11
C -2.75 4.27 -0.99
C -4.20 2.89 -2.99
H -3.26 1.11 -2.20
C -3.58 4.97 -1.88
H -2.16 4.78 -0.23
C -4.32 4.28 -2.86
H -4.72 2.34 -3.78
H -3.65 6.06 -1.82
H -5.00 4.82 -3.52
N 0.53 -5.37 0.70
C 1.76 -4.77 0.69
N 2.79 -5.62 1.00
O 1.93 -3.58 0.39
H 0.50 -6.38 0.75
H -0.25 -4.84 0.35
H 3.71 -5.20 1.11
H 2.60 -6.48 1.46
*
```